Record 1
{
  "formula": "C30H62Br8N2O14",
  "method": "the ωB97M-V functional and the def2-TZVPD basis",
  "species": ["C", "C", "O", "C", "O", "O", "C", "H", "H", "H", "H", "H", "H", "H", "H", "C", "C", "O", "C", "O", "O", "C", "H", "H", "H", "H", "H", "H", "H", "H", "C", "C", "O", "C", "O", "O", "C", "H", "H", "H", "H", "H", "H", "H", "H", "C", "C", "O", "C", "O", "O", "C", "H", "H", "H", "H", "H", "H", "H", "H", "C", "O", "N", "C", "C", "H", "H", "H", "H", "H", "H", "H", "C", "O", "N", "C", "C", "H", "H", "H", "H", "H", "H", "H", "Br", "C", "C", "Br", "H", "H", "H", "H", "Br", "C", "C", "Br", "H", "H", "H", "H", "Br", "C", "C", "Br", "H", "H", "H", "H", "Br", "C", "C", "Br", "H", "H", "H", "H"],
  "xyz": [[-2.116, -0.717, -2.913], [-2.184, -1.950, -3.820], [-2.259, -1.507, -5.175], [-3.449, -1.451, -5.764], [-4.469, -1.875, -5.283], [-3.305, -0.881, -6.951], [-4.424, -1.040, -7.829], [-1.090, -0.359, -2.809], [-2.339, -0.944, -1.866], [-2.765, 0.092, -3.236], [-3.048, -2.581, -3.621], [-1.273, -2.532, -3.701], [-5.088, -0.194, -7.658], [-4.910, -2.000, -7.680], [-4.102, -0.999, -8.868], [3.346, -0.160, 3.170], [3.487, -0.105, 4.697], [3.374, 1.281, 5.085], [3.045, 1.504, 6.374], [2.721, 0.646, 7.148], [3.112, 2.808, 6.569], [2.482, 3.290, 7.754], [3.913, 0.575, 2.602], [2.287, 0.014, 2.959], [3.568, -1.173, 2.832], [4.516, -0.372, 4.932], [2.716, -0.710, 5.162], [2.340, 4.364, 7.685], [3.045, 3.009, 8.642], [1.487, 2.846, 7.825], [-0.078, 2.603, 4.387], [-1.308, 3.208, 3.707], [-2.283, 2.195, 3.504], [-3.399, 2.499, 2.842], [-3.670, 3.490, 2.228], [-4.219, 1.474, 3.017], [-5.379, 1.303, 2.206], [-0.308, 2.263, 5.393], [0.694, 3.367, 4.293], [0.337, 1.726, 3.883], [-1.094, 3.771, 2.799], [-1.709, 3.908, 4.448], [-6.086, 0.574, 2.599], [-5.078, 0.866, 1.253], [-5.840, 2.289, 2.167], [-6.635, -1.994, 0.741], [-5.411, -1.982, -0.145], [-5.222, -0.754, -0.842], [-4.563, 0.241, -0.307], [-4.191, 0.312, 0.848], [-4.430, 1.228, -1.192], [-3.640, 2.319, -0.767], [-7.307, -1.255, 0.290], [-6.565, -1.761, 1.801], [-7.160, -2.944, 0.634], [-5.569, -2.719, -0.928], [-4.523, -2.276, 0.416], [-4.025, 2.760, 0.156], [-3.597, 3.150, -1.465], [-2.615, 2.016, -0.543], [4.327, -4.366, -3.435], [4.773, -5.406, -3.884], [3.270, -3.710, -3.938], [2.875, -2.430, -3.374], [2.570, -4.210, -5.106], [4.747, -3.871, -2.546], [2.637, -1.685, -4.136], [3.762, -2.072, -2.841], [2.035, -2.496, -2.680], [1.488, -4.139, -4.973], [2.916, -3.756, -6.031], [2.693, -5.294, -5.102], [1.047, -4.400, -0.489], [0.733, -5.222, -1.336], [2.066, -4.470, 0.383], [2.404, -3.408, 1.335], [3.109, -5.425, 0.074], [0.310, -3.596, -0.337], [3.011, -3.822, 2.138], [1.444, -3.067, 1.717], [2.973, -2.596, 0.877], [3.714, -5.652, 0.948], [2.683, -6.261, -0.479], [3.816, -5.034, -0.673], [5.062, 6.451, -1.071], [3.607, 6.028, -2.338], [2.276, 6.388, -1.716], [0.883, 6.459, -3.058], [3.687, 4.999, -2.675], [3.807, 6.658, -3.200], [2.347, 7.370, -1.247], [1.867, 5.784, -0.911], [5.131, 3.373, -4.317], [5.200, 2.244, -2.714], [4.125, 1.182, -2.866], [4.338, -0.095, -1.413], [5.046, 2.890, -1.852], [6.175, 1.778, -2.603], [4.225, 0.694, -3.834], [3.125, 1.612, -2.887], [0.567, -0.922, -0.437], [1.526, 0.746, 0.104], [0.644, 1.658, 0.913], [1.529, 3.460, 0.889], [1.683, 1.336, -0.796], [2.471, 0.521, 0.576], [0.498, 1.420, 1.960], [-0.257, 1.978, 0.401], [-0.091, -1.193, 3.282], [-1.886, -0.381, 3.159], [-2.973, -1.415, 2.960], [-2.993, -2.770, 4.381], [-1.873, 0.306, 2.320], [-2.032, -0.003, 4.165], [-2.893, -1.941, 2.014], [-3.968, -0.985, 3.016]],
  "total_energy_ev": -624097.2234,
  "max_force_ev_per_a": 9.984,
  "total_charge": 0,
  "de_lowest_ev": 0.382,
  "e_lumo_ev": 0.02
}


Record 2
{
  "formula": "H68O34",
  "method": "the ωB97M-V functional and the def2-TZVPD basis",
  "species": ["O", "H", "H", "O", "H", "H", "O", "H", "H", "O", "H", "H", "O", "H", "H", "O", "H", "H", "O", "H", "H", "O", "H", "H", "O", "H", "H", "O", "H", "H", "O", "H", "H", "O", "H", "H", "O", "H", "H", "O", "H", "H", "O", "H", "H", "O", "H", "H", "O", "H", "H", "O", "H", "H", "O", "H", "H", "O", "H", "H", "O", "H", "H", "O", "H", "H", "O", "H", "H", "O", "H", "H", "O", "H", "H", "O", "H", "H", "O", "H", "H", "O", "H", "H", "O", "H", "H", "O", "H", "H", "O", "H", "H", "O", "H", "H", "O", "H", "H", "O", "H", "H"],
  "xyz": [[-2.125, -0.187, -2.495], [-1.489, -0.138, -1.785], [-2.838, 0.411, -2.256], [0.593, -2.689, -0.061], [0.002, -3.118, 0.577], [0.751, -3.366, -0.759], [-1.149, -0.810, 3.419], [-0.939, -1.475, 4.105], [-0.684, 0.021, 3.612], [-1.002, -0.292, -4.925], [-1.220, 0.458, -5.481], [-1.337, -0.039, -4.031], [-1.590, 3.555, 2.888], [-2.142, 2.752, 2.991], [-2.176, 4.283, 2.622], [-1.892, -4.190, 3.761], [-2.791, -4.274, 3.390], [-1.368, -4.800, 3.227], [1.559, -1.089, 1.889], [0.918, -1.409, 2.545], [1.575, -1.779, 1.178], [0.243, 2.561, 1.044], [-0.334, 3.046, 1.680], [1.011, 2.383, 1.610], [5.015, 0.030, -3.203], [4.061, -0.096, -3.064], [5.362, 0.053, -2.308], [1.230, -1.135, 4.968], [1.862, -1.422, 5.634], [1.443, -0.216, 4.737], [2.164, -1.010, -2.542], [1.935, -1.513, -3.359], [1.790, -0.128, -2.714], [3.973, -3.027, -1.677], [4.903, -2.993, -1.912], [3.547, -2.332, -2.186], [-1.049, 5.217, -0.898], [-0.949, 6.099, -1.266], [-0.160, 4.800, -0.938], [-2.639, -1.537, 1.119], [-2.506, -0.832, 0.471], [-1.966, -1.335, 1.764], [-3.161, 1.532, 3.342], [-3.734, 1.447, 2.558], [-2.785, 0.642, 3.470], [-4.739, 1.665, 1.107], [-4.450, 2.464, 0.612], [-5.693, 1.744, 1.170], [1.065, 3.683, -1.349], [0.846, 3.200, -0.545], [1.957, 3.998, -1.209], [-4.733, -3.429, 2.166], [-4.152, -2.663, 2.028], [-4.586, -3.978, 1.397], [-2.232, -4.200, -0.017], [-2.377, -3.239, 0.156], [-2.401, -4.416, -0.943], [4.051, 1.379, 3.620], [4.110, 0.810, 2.850], [4.953, 1.639, 3.807], [-3.245, 3.480, -0.173], [-2.686, 4.246, -0.467], [-2.694, 3.031, 0.506], [0.523, 1.938, 4.704], [0.734, 1.985, 5.659], [-0.068, 2.701, 4.569], [-1.768, -2.872, -3.370], [-1.415, -2.591, -4.218], [-2.209, -2.060, -3.025], [4.681, 2.651, -1.024], [4.738, 2.207, -1.878], [4.097, 2.098, -0.458], [-1.595, 3.044, -4.566], [-2.362, 2.712, -4.076], [-1.932, 3.828, -5.009], [-0.144, -6.036, 1.544], [-0.767, -5.473, 1.050], [0.551, -6.182, 0.898], [1.114, -2.232, -5.127], [0.451, -1.572, -5.338], [1.928, -1.826, -5.418], [3.095, 0.940, 0.986], [2.450, 0.251, 1.267], [3.895, 0.462, 0.761], [4.453, -1.564, 1.801], [3.511, -1.373, 2.035], [4.450, -1.885, 0.890], [0.247, -4.504, -2.027], [-0.579, -4.106, -2.378], [0.839, -4.626, -2.786], [1.545, 1.970, -3.729], [0.747, 1.825, -4.263], [1.303, 2.714, -3.151], [2.497, 3.467, 2.994], [3.066, 3.501, 2.220], [2.782, 2.635, 3.429], [-4.138, 2.137, -2.827], [-4.078, 2.531, -1.945], [-5.054, 1.898, -2.965], [-0.502, -0.032, -0.400], [0.072, -0.797, -0.236], [-0.065, 0.764, -0.050]],
  "total_energy_ev": -70725.5176,
  "max_force_ev_per_a": 1.469,
  "total_charge": 0,
  "de_lowest_ev": 1.097,
  "e_lumo_ev": -0.23
}


Record 3
{
  "formula": "C6H12O",
  "method": "the ωB97M-V functional and the def2-TZVPD basis",
  "species": ["C", "C", "C", "C", "C", "C", "O", "H", "H", "H", "H", "H", "H", "H", "H", "H", "H", "H", "H"],
  "xyz": [[-1.130, -1.565, 0.017], [-0.165, -0.516, 0.571], [-0.583, -0.073, 1.976], [-0.100, 0.693, -0.341], [1.138, 1.561, -0.332], [0.800, 0.763, -1.546], [1.667, -0.286, -1.884], [-0.795, -1.923, -0.963], [-1.211, -2.428, 0.689], [-2.135, -1.140, -0.101], [0.837, -0.964, 0.623], [-0.638, -0.924, 2.663], [-1.575, 0.399, 1.949], [0.121, 0.658, 2.388], [-1.056, 1.212, -0.444], [1.051, 2.644, -0.378], [1.972, 1.178, 0.256], [0.425, 1.315, -2.409], [1.398, -0.616, -2.749]],
  "total_energy_ev": -8463.1975,
  "max_force_ev_per_a": 0.351,
  "smiles": "CC(C)[C@H]1C[C@H]1O",
  "total_charge": 0,
  "de_lowest_ev": 1.156,
  "e_lumo_ev": 0.90
}


Record 4
{
  "formula": "C4H5BS",
  "method": "the ωB97M-V functional and the def2-TZVPD basis",
  "species": ["B", "C", "C", "C", "C", "S", "H", "H", "H", "H", "H"],
  "xyz": [[0.754, -0.914, 0.950], [-1.029, 0.280, -0.558], [-1.155, 1.301, -1.435], [1.135, 1.058, -0.612], [0.304, 0.108, -0.063], [0.335, 2.138, -1.671], [-0.516, -1.172, 2.458], [1.742, -1.496, 1.090], [-1.843, -0.357, -0.263], [-2.031, 1.632, -1.957], [2.177, 1.207, -0.403]],
  "total_energy_ev": -15737.0802,
  "max_force_ev_per_a": 3.720,
  "total_charge": 0,
  "de_lowest_ev": 1.538,
  "e_lumo_ev": -0.34
}